Below is a cluster of 10 separate species, C43H108N10O20 in total at a distorted geometry, with properties calculated with ωB97M-V with the def2-TZVPD basis set.

The geometry in XYZ format:
```
181
Properties=species:S:1:pos:R:3:forces:R:3:lowdin_charge:R:1
C -23.8656 -18.0488 -2.3961 -0.848 -1.528 -0.327 -0.066
O -24.9957 -18.0473 -3.3133 -0.246 0.159 -0.043 -0.185
C -24.6155 -17.9702 -4.6910 -2.353 -1.302 1.451 -0.216
C -25.0246 -16.7139 -5.2675 0.269 2.502 1.045 -0.105
N -24.3074 -15.5584 -4.6061 -1.831 0.552 0.348 0.091
H -24.5539 -15.4093 -3.5947 -0.265 -0.549 -0.540 0.124
H -23.3286 -15.7261 -4.6049 1.423 -0.455 -0.219 0.097
C -24.4643 -14.1985 -5.2444 -2.055 -1.496 -0.632 -0.054
C -25.7338 -14.0408 -6.1587 1.500 -0.554 0.342 -0.208
O -26.9321 -14.0933 -5.4399 -0.580 0.065 0.313 -0.199
C -28.1010 -14.3299 -6.2481 0.322 0.661 0.071 -0.057
H -23.4491 -19.1109 -2.4906 0.127 1.602 0.391 0.112
H -24.2888 -17.9194 -1.3571 0.542 0.028 -1.254 0.109
H -23.1769 -17.2288 -2.6724 -0.071 -0.652 0.484 0.056
H -25.1710 -18.6172 -5.3938 0.028 -0.943 0.955 0.144
H -23.6234 -18.2433 -4.7507 2.402 -0.160 -0.634 0.089
H -26.1106 -16.5400 -5.2070 0.528 -0.052 0.058 0.154
H -24.6620 -16.7234 -6.2476 0.225 0.234 -1.891 0.097
H -23.6644 -14.0831 -5.9277 1.102 0.308 -0.426 0.090
H -24.4299 -13.5978 -4.3659 -0.095 1.347 0.095 0.095
H -25.7349 -14.8687 -6.9061 0.326 0.745 0.261 0.101
H -25.4966 -13.0866 -6.6708 -0.733 -0.175 -0.032 0.131
H -28.7197 -13.3983 -6.2627 0.314 -0.849 0.029 0.099
H -28.6625 -15.2048 -5.8764 0.211 0.527 0.051 0.096
H -27.7676 -14.5417 -7.2671 -0.245 -0.025 -0.048 0.058
C -26.3872 -13.5795 -10.0970 0.294 -0.776 -0.458 -0.077
O -26.5404 -12.1907 -10.1623 0.027 0.300 1.216 -0.183
C -26.4068 -11.6454 -11.4354 0.260 0.068 0.368 -0.203
C -26.3465 -10.1351 -11.2489 -2.563 -0.147 1.086 -0.039
N -27.5277 -9.7215 -10.3503 -1.794 -0.577 0.066 0.063
H -27.5180 -10.1134 -9.3850 0.914 -0.230 0.241 0.095
H -27.6560 -8.7181 -10.1583 0.966 -0.024 -0.569 0.168
C -28.9232 -10.0802 -10.8794 1.099 0.986 -0.610 -0.085
C -29.9155 -9.1223 -10.2857 0.596 0.124 -0.596 -0.235
O -29.7016 -7.8416 -10.8650 -0.948 0.769 1.017 -0.171
C -30.5069 -6.9198 -10.0545 -1.440 -1.812 -0.084 -0.056
H -25.3466 -13.8936 -10.1337 0.307 0.227 0.527 0.076
H -26.7912 -14.0514 -10.9708 -0.737 -0.252 -0.757 0.085
H -26.9070 -14.0200 -9.2475 0.221 0.441 0.187 0.081
H -27.2942 -11.9550 -11.9907 0.134 0.169 -0.637 0.128
H -25.4866 -12.0096 -11.9188 -0.223 0.181 -0.172 0.143
H -26.5679 -9.6163 -12.1536 0.448 0.395 -0.840 0.127
H -25.5177 -9.7668 -10.7038 1.120 0.121 0.159 0.090
H -29.2034 -11.0779 -10.6504 0.178 -0.979 0.362 0.126
H -28.8436 -9.9635 -11.9549 -0.340 0.024 -0.225 0.136
H -29.7354 -9.0950 -9.2070 -0.289 0.038 0.213 0.131
H -30.9195 -9.4740 -10.5018 -0.280 -0.062 0.129 0.137
H -30.7493 -5.9542 -10.4652 0.673 0.138 -0.628 0.091
H -30.0800 -6.8715 -9.0845 0.837 0.568 0.888 0.071
H -31.5008 -7.3998 -9.8198 0.690 0.325 -0.642 0.104
C -26.7874 -18.6982 -8.8571 -0.516 -0.100 1.629 -0.108
O -25.3907 -18.6698 -8.9685 0.210 0.154 -1.162 -0.197
C -25.0140 -18.1938 -10.2556 0.606 1.231 1.036 -0.206
C -23.5883 -18.6599 -10.4641 -2.086 -0.707 -2.234 -0.138
N -22.7144 -18.1299 -9.4834 0.802 0.139 2.326 0.040
H -22.6991 -17.1033 -9.4617 -0.200 0.659 -0.427 0.108
H -23.0611 -18.3542 -8.5305 0.293 -0.194 -0.272 0.166
C -21.3055 -18.5519 -9.6053 0.730 0.200 0.137 -0.103
C -21.1796 -20.0470 -9.3920 0.175 0.154 0.325 -0.197
O -21.5720 -20.3141 -8.0580 -0.325 -0.486 -0.693 -0.179
C -20.5351 -20.1003 -7.1086 -0.607 1.035 1.000 -0.094
H -26.9324 -19.0659 -7.8125 -0.452 -0.036 -0.977 0.103
H -27.3067 -19.3201 -9.6239 0.491 0.252 0.563 0.106
H -27.1833 -17.6757 -8.8765 -0.132 -0.011 -0.226 0.083
H -25.0714 -17.0476 -10.2995 -0.115 -1.475 0.028 0.142
H -25.6317 -18.6546 -11.0115 -0.296 0.019 -0.412 0.122
H -23.3044 -18.2696 -11.4451 0.349 -0.272 0.012 0.151
H -23.6545 -19.7752 -10.5035 0.621 0.969 0.320 0.155
H -20.7351 -17.9510 -8.8844 -0.245 -0.443 0.117 0.132
H -20.9459 -18.2082 -10.5596 -0.011 -0.086 -0.676 0.135
H -20.1669 -20.3936 -9.5792 0.336 0.164 0.003 0.131
H -21.7858 -20.5920 -10.1295 -0.129 0.002 0.576 0.122
H -21.0250 -19.6105 -6.2192 0.825 -0.533 -1.000 0.085
H -19.7743 -19.4185 -7.5229 -0.161 -0.152 0.349 0.090
H -20.0712 -21.0259 -6.7973 0.131 -0.409 -0.162 0.085
C -24.3119 -10.2914 -3.1234 0.169 1.153 0.502 -0.059
C -25.2073 -10.5045 -1.9247 0.937 0.606 0.700 -0.188
N -26.6565 -10.7180 -2.2194 0.872 1.296 0.520 -0.285
C -26.8033 -12.0181 -2.8300 -1.231 -1.731 -0.403 -0.022
C -27.4216 -10.7510 -0.9607 -2.094 -1.315 -0.304 -0.189
C -26.9916 -11.8199 0.0103 -0.015 -0.422 1.368 -0.059
C -27.1070 -9.5060 -3.0326 1.163 -0.213 -1.198 -0.061
C -28.3896 -9.6377 -3.7856 -0.392 -0.125 -0.495 -0.246
O -29.5294 -9.4990 -3.0174 -0.623 -0.375 0.877 -0.183
C -30.7479 -9.4270 -3.7584 0.001 -0.131 1.395 -0.066
H -24.5953 -10.9847 -3.9149 0.532 0.141 -0.188 0.073
H -23.2742 -10.3804 -2.7467 -0.499 -0.484 -0.487 0.096
H -24.3899 -9.2382 -3.4249 -0.016 -0.444 -0.546 0.084
H -25.1791 -9.6417 -1.2550 0.104 0.054 -0.057 0.142
H -24.7410 -11.3286 -1.3976 -0.793 -0.488 0.336 0.100
H -27.8609 -12.4052 -2.6843 1.434 0.279 0.111 0.151
H -26.0069 -12.6931 -2.4513 -0.902 0.236 -0.230 0.081
H -26.7267 -11.9204 -3.8752 0.442 0.064 -1.415 0.073
H -28.4464 -11.0544 -1.3757 1.065 1.121 1.130 0.150
H -27.3966 -9.7841 -0.4796 -0.254 0.327 -0.151 0.136
H -27.8706 -12.0276 0.6504 0.406 0.190 -0.192 0.097
H -26.1973 -11.4650 0.7113 -0.387 -0.484 -0.749 0.101
H -26.7518 -12.7996 -0.4380 0.188 0.600 0.146 0.084
H -26.3727 -9.4317 -3.8770 -0.535 0.074 0.975 0.102
H -27.0105 -8.6356 -2.3685 -0.240 -0.290 -0.243 0.157
H -28.3790 -10.5787 -4.3211 -0.021 -0.667 -0.143 0.117
H -28.4090 -8.9327 -4.6086 0.362 0.655 -0.155 0.131
H -30.8512 -8.4140 -4.1034 -0.091 0.361 -0.842 0.084
H -31.5447 -9.5561 -3.0111 0.215 -0.180 -0.330 0.099
H -30.8333 -10.2039 -4.5236 0.123 0.216 -0.084 0.094
C -20.3757 -12.9954 -3.2474 -0.464 -0.347 0.078 -0.055
C -19.6860 -14.2816 -3.6394 -0.543 -0.276 1.142 -0.174
N -18.7691 -14.7631 -2.5288 1.796 0.109 -0.168 -0.225
C -19.5114 -14.8069 -1.2130 -0.083 -1.907 -1.635 0.047
C -18.2739 -16.1780 -2.8281 0.149 0.507 0.096 -0.145
C -17.3908 -16.2702 -4.0487 -1.651 1.116 0.012 -0.032
C -17.5741 -13.8087 -2.4058 -0.674 -0.804 -0.242 -0.082
C -16.4784 -14.2231 -1.5029 0.812 -0.015 1.161 -0.200
O -16.8875 -14.2243 -0.1450 -0.989 1.167 -1.491 -0.179
C -16.1776 -15.0579 0.6669 1.276 -0.893 2.178 -0.133
H -20.8362 -12.9620 -2.2332 0.386 -0.140 -0.931 0.076
H -21.1743 -12.9103 -3.9736 -0.367 0.324 -0.069 0.082
H -19.7004 -12.1872 -3.4028 0.397 0.970 0.098 0.067
H -19.1010 -14.1706 -4.5304 0.348 0.112 -0.213 0.078
H -20.4414 -15.0423 -3.8655 0.385 -0.185 0.355 0.107
H -19.1225 -15.6714 -0.6472 -0.435 0.706 -0.088 0.123
H -20.5210 -14.9210 -1.5761 -0.626 -0.435 0.820 0.074
H -19.3990 -13.8930 -0.7253 0.231 1.248 0.965 0.089
H -19.1929 -16.6959 -2.9813 -0.500 -0.896 0.170 0.118
H -17.7350 -16.4524 -1.9335 -0.173 -0.499 0.237 0.114
H -17.0332 -17.2418 -4.2849 -0.299 -1.075 -0.090 0.090
H -16.5143 -15.7194 -3.8354 0.990 0.945 -0.362 0.057
H -18.0306 -15.8606 -4.8508 0.975 -0.356 -0.205 0.079
H -17.9672 -12.9037 -2.0541 -0.674 1.395 0.396 0.119
H -17.1504 -13.6460 -3.3717 0.071 0.032 -0.832 0.132
H -15.6149 -13.5511 -1.6073 -0.269 0.261 -0.195 0.152
H -16.0794 -15.1711 -1.7978 0.191 -0.963 -0.012 0.107
H -16.4410 -14.8212 1.7291 0.202 -0.152 -0.916 0.114
H -15.0679 -14.9749 0.5822 -0.613 0.173 -0.118 0.107
H -16.4374 -16.1028 0.4984 -0.011 -0.303 -0.088 0.086
C -18.9567 -13.6312 -7.3743 -1.138 0.877 0.147 -0.065
C -18.4231 -12.2557 -7.7357 -2.031 1.102 -0.851 -0.200
C -19.4863 -11.0601 -7.6864 0.988 -1.376 2.875 -0.174
C -20.6595 -11.2487 -8.5678 -1.173 -0.523 0.077 -0.116
N -21.7871 -10.1958 -8.5321 -0.239 -2.099 -0.073 -0.274
C -22.8608 -10.6904 -9.5957 0.806 0.603 1.172 -0.058
C -22.1619 -10.2504 -10.8807 -0.336 -0.383 -0.878 -0.134
C -21.1705 -9.0773 -10.5001 -0.212 -0.161 -0.838 -0.120
C -21.3769 -8.8707 -9.0419 -0.817 0.508 2.237 -0.133
C -22.3532 -10.1379 -7.1765 -0.456 0.352 0.402 0.004
H -19.0628 -13.6809 -6.2898 0.469 -0.574 -0.159 0.049
H -18.5001 -14.4716 -7.8780 0.705 -0.117 0.436 0.087
H -19.9905 -13.7239 -7.6998 -0.248 0.029 -0.179 0.056
H -18.1381 -12.1781 -8.7441 0.916 -0.552 -1.516 0.087
H -17.6052 -11.9000 -7.1637 0.863 -0.022 0.738 0.094
H -18.9078 -10.1661 -7.7217 0.238 0.928 -0.768 0.103
H -19.7772 -11.1006 -6.6194 -0.498 0.228 -0.296 0.112
H -21.1489 -12.1894 -8.2123 0.119 0.720 -0.820 0.124
H -20.3945 -11.3238 -9.6112 0.195 -0.317 -0.195 0.124
H -23.7173 -10.0302 -9.3914 0.178 -0.471 0.061 0.092
H -23.1226 -11.7812 -9.4299 0.562 1.368 -0.259 0.122
H -22.9412 -9.9165 -11.5637 0.078 0.139 -0.167 0.100
H -21.6769 -11.1210 -11.4030 -0.143 1.019 0.593 0.132
H -21.2833 -8.0956 -11.0006 -0.105 -0.884 -0.183 0.134
H -20.1917 -9.4800 -10.7087 0.532 0.366 -0.032 0.108
H -22.2285 -8.1756 -8.7711 0.746 -0.703 -0.646 0.161
H -20.5707 -8.5647 -8.3526 0.176 0.113 -0.921 0.143
H -23.2371 -9.4940 -7.2639 -0.055 -0.436 0.371 0.085
H -21.6576 -9.6752 -6.4492 -0.173 -0.389 -0.560 0.116
H -22.6045 -11.1701 -6.8825 -0.088 0.549 0.035 0.118
N -23.1711 -14.8273 -8.9402 2.427 0.809 -2.209 -0.574
O -23.2249 -13.6231 -8.6924 -0.368 0.898 0.899 -0.053
O -24.0245 -15.5981 -8.5624 -0.894 -1.288 0.574 -0.010
O -22.2013 -15.2065 -9.7048 -1.207 -0.690 1.049 -0.060
N -26.2917 -9.7893 -7.2169 -0.478 -0.813 0.794 -0.549
O -27.4380 -10.1872 -7.5836 0.133 0.230 0.611 -0.060
O -25.9586 -9.7848 -6.0041 -0.504 -0.014 -1.188 -0.026
O -25.4959 -9.4577 -8.0946 0.726 0.556 -0.491 -0.036
N -21.3152 -16.7892 -5.9434 1.095 0.288 1.373 -0.579
O -20.2883 -17.1636 -5.3269 -0.084 0.749 -0.164 -0.019
O -21.9965 -17.6046 -6.5112 -1.506 -1.745 -1.581 -0.016
O -21.6986 -15.6022 -5.9319 0.291 1.104 0.438 -0.047
N -23.5678 -14.0826 -1.8908 0.143 -2.317 -1.092 -0.513
O -23.0995 -13.0328 -1.5252 -0.658 1.525 0.669 0.020
O -24.8442 -14.2745 -2.0917 2.273 0.328 0.357 -0.081
O -22.7447 -15.0266 -2.1518 -1.448 0.563 -0.013 -0.054
```
Positions in Å, forces in eV/Å.

## Properties
Maximum force: 3.4 eV/Å
Total charge: +2
LUMO level: -3.1 eV
E_tot: -102160.65576 eV